Below is a molecular structure, C35H45ClF3KN2OPS2SbSe2, with properties calculated with wB97M-V/def2-TZVPD.

frontier orbital gap	4.4	eV
total charge	-2
energy relative to the best compared isomer or geometry (same formula, charge and spin)	0.565	eV
HOMO	-0.60	eV

The geometry in XYZ format:
```
94
Properties=species:S:1:pos:R:3:forces:R:3:lowdin_charge:R:1
K -0.856625 0.242189 -1.221428 -0.27 -0.08 -0.45 0.39
F -3.098460 6.059404 -0.478347 -0.01 0.01 -0.10 0.11
C -2.990901 5.546125 0.755850 0.00 0.01 0.01 -0.61
F -3.906671 6.232342 1.504006 -0.07 0.01 0.06 0.08
F -1.795263 5.929965 1.241794 0.08 -0.01 0.03 0.10
C -3.223517 4.067251 0.830277 0.05 -0.03 -0.04 -0.15
C -4.254683 3.604081 1.623029 -0.02 -0.04 0.01 -0.04
C -4.486858 2.240980 1.739930 0.02 0.05 0.00 -0.09
C -3.636159 1.401008 1.038419 -0.01 -0.05 0.06 -0.17
N -2.640974 1.817376 0.271195 -0.03 0.08 -0.02 -0.02
C -2.389689 3.147632 0.117054 -0.10 -0.04 0.15 -0.78
S -1.080325 3.618713 -0.870490 0.07 -0.01 -0.07 0.54
H -4.879535 4.308842 2.155182 0.01 0.01 0.00 0.11
H -5.285908 1.850220 2.354335 0.01 -0.02 -0.01 0.08
H -3.747655 0.321759 1.110818 0.00 0.01 -0.01 0.07
Se -2.007674 -2.206072 1.083343 0.18 -0.07 0.05 0.26
P -0.517288 -3.083836 2.370461 -0.23 -0.01 0.04 0.04
Se 1.501882 -3.311441 1.706239 0.01 0.10 -0.03 0.18
C -0.535705 -2.213336 4.006168 -0.03 0.03 -0.02 -0.41
C -1.676639 -1.539561 4.430839 0.01 0.05 -0.04 -0.12
C -1.692876 -0.882163 5.652745 0.01 0.01 0.03 -0.09
C -0.569491 -0.896715 6.469587 0.00 -0.02 -0.03 -0.11
C 0.566371 -1.580484 6.057217 -0.01 0.03 0.02 -0.11
C 0.581841 -2.235213 4.832817 0.06 -0.02 -0.03 -0.13
C -1.161026 -4.718285 2.943989 0.00 -0.05 0.03 -0.39
C -2.531995 -4.939077 3.042906 0.02 0.00 0.00 -0.12
C -3.016520 -6.141093 3.538553 0.00 0.00 0.01 -0.10
C -2.135882 -7.137394 3.937764 0.01 0.01 0.00 -0.12
C -0.768345 -6.924797 3.835762 -0.01 -0.02 0.01 -0.10
C -0.283381 -5.721259 3.341967 -0.01 0.00 -0.01 -0.12
H -2.535706 -1.499948 3.771602 0.00 0.00 -0.01 0.06
H -2.581320 -0.344433 5.962314 0.00 0.00 -0.01 0.10
H -0.576892 -0.372996 7.418287 0.00 0.00 0.00 0.09
H 1.449282 -1.591713 6.686087 0.01 -0.01 -0.01 0.09
H 1.474819 -2.743861 4.487507 -0.01 0.00 0.00 0.06
H -3.209642 -4.164896 2.704698 -0.01 0.00 -0.01 0.05
H -4.085850 -6.303853 3.604762 0.00 0.01 0.00 0.09
H -2.513972 -8.079070 4.318626 0.00 0.00 0.00 0.09
H -0.076353 -7.703553 4.134848 0.01 0.01 0.00 0.09
H 0.781517 -5.550307 3.238965 0.00 0.00 0.00 0.05
C 4.647979 -0.238417 -4.647802 -0.01 -0.04 0.03 -0.21
C 4.211430 -0.852542 -3.321529 -0.09 0.06 -0.01 -0.46
Sb 2.625181 0.131365 -2.180132 0.22 0.00 0.08 1.44
C 3.823399 1.748855 -1.326261 -0.03 -0.05 -0.08 -0.45
C 5.111921 2.160239 -2.031575 -0.04 0.01 0.06 -0.21
C 1.708680 1.225922 -3.805882 -0.02 0.02 0.02 -0.44
C 2.374950 2.494645 -4.325557 -0.02 -0.05 0.03 -0.18
H 5.377891 -0.874133 -5.161760 0.00 0.01 -0.01 0.06
H 5.105015 0.741350 -4.506390 0.00 0.00 -0.01 0.04
H 3.796369 -0.110136 -5.318455 0.01 0.01 -0.01 0.06
H 5.057976 -0.961198 -2.637108 0.00 0.00 -0.01 0.03
H 3.821687 -1.859710 -3.488644 0.03 -0.01 0.00 0.03
H 4.038539 1.417891 -0.306771 -0.01 0.01 0.00 0.02
H 3.135787 2.594211 -1.233480 0.01 0.00 0.01 0.04
H 5.783144 1.307567 -2.158895 0.01 0.01 -0.02 0.05
H 5.656765 2.921655 -1.461891 0.01 0.00 -0.01 0.06
H 4.910561 2.572850 -3.020389 0.01 0.00 -0.01 0.04
H 0.705604 1.476516 -3.453766 0.00 -0.01 -0.02 0.02
H 1.547803 0.505806 -4.612730 -0.02 0.00 0.01 0.04
H 2.532387 3.218782 -3.523105 0.00 0.01 -0.01 0.06
H 1.738088 2.970553 -5.077215 0.01 0.01 0.00 0.06
H 3.341654 2.291104 -4.788911 0.01 0.01 -0.01 0.04
O 0.760870 0.533585 0.642727 0.31 0.08 0.14 -0.71
S 0.528962 0.466868 2.115488 -0.01 0.01 0.12 0.87
C -0.081385 2.134600 2.572678 -0.01 -0.02 -0.01 -0.29
C 1.032072 2.890972 3.294433 0.02 -0.02 -0.01 -0.23
C 2.343830 2.309521 2.769929 0.02 0.00 0.03 -0.24
C 2.154294 0.802591 2.858492 -0.10 0.03 -0.03 -0.31
H -1.005532 2.038659 3.142564 0.00 -0.01 0.00 0.09
H -0.303015 2.577620 1.598008 -0.01 0.00 0.00 0.04
H 0.969727 2.723682 4.374505 -0.01 0.02 0.00 0.10
H 0.948785 3.964161 3.114263 0.00 -0.01 0.00 0.11
H 3.208953 2.648853 3.344554 0.01 0.00 -0.01 0.10
H 2.488794 2.598116 1.726014 0.01 -0.01 0.00 0.11
H 2.114327 0.458086 3.895247 0.00 -0.03 0.02 0.08
H 2.858747 0.193816 2.294554 0.02 -0.02 0.02 0.09
N 0.033560 -2.376556 -2.362178 -0.06 0.09 0.04 0.01
H -0.091482 -2.637376 -1.386370 0.01 -0.07 -0.02 -0.03
H 0.589653 -3.101301 -2.798635 0.00 0.01 0.01 0.01
H -0.881565 -2.386846 -2.806304 0.00 0.00 0.02 -0.04
Cl -1.972368 -2.811510 -5.353401 0.00 -0.03 -0.01 0.59
C -1.684392 -1.073207 -5.422325 0.04 0.08 0.01 -0.62
C -0.944922 -0.590258 -6.477305 0.03 0.04 -0.02 -0.18
C -0.687870 0.772812 -6.613621 0.00 0.01 0.00 -0.18
C -1.212399 1.626232 -5.631066 0.02 -0.02 -0.03 -0.16
C -1.944941 1.148360 -4.574953 0.01 0.00 0.00 -0.09
C -2.245566 -0.252509 -4.386742 -0.02 -0.02 0.07 -0.41
C -2.974153 -0.707986 -3.305073 0.00 0.00 0.01 -0.13
H -0.559531 -1.291187 -7.209796 -0.02 -0.03 0.02 0.08
H -0.099026 1.149435 -7.440114 0.00 -0.01 0.00 0.07
H -1.025808 2.694176 -5.698700 -0.02 0.00 0.03 0.09
H -2.325603 1.841619 -3.830231 0.00 0.01 -0.01 0.10
H -3.245082 -1.747017 -3.185599 -0.02 0.01 -0.02 0.00
H -3.406631 0.016285 -2.622437 -0.05 -0.03 -0.01 0.02
```
Forces are in eV/Å.